44
Properties=species:S:1:pos:R:3 method="wB97M-V/def2-TZVPD" de_lowest_kcal_mol=56.3 lumo_ev=0.44 gap_ev=9.608 e_homo_ev=-9.17 total_charge=0 smiles="N[C@@H]1CCOC1=O.O=S1(=O)CCCC1.O=S1(=O)CCCC1"
N 5.87344 -0.20046 3.46858
C 4.96658 -0.49692 2.29251
C 3.41899 0.04252 2.34239
C 2.72716 -1.21672 3.13302
O 3.31956 -2.38396 2.42456
C 4.77018 -2.12572 2.41325
O 5.64724 -3.12486 2.53661
H 5.32279 -0.07980 4.36816
H 6.61676 -0.92473 3.59640
H 5.53165 -0.20357 1.30991
H 3.12674 0.13817 1.19869
H 3.32293 1.13168 2.80305
H 1.57123 -1.38932 3.07511
H 3.05493 -1.04270 4.26247
O 1.26425 -0.23982 0.46390
S 0.52693 -0.25946 -0.78193
O 0.18115 0.95240 -1.49768
C 1.34533 -1.37527 -1.90478
C 0.71961 -2.73043 -1.61018
C -0.77849 -2.47083 -1.45885
C -0.94339 -1.24895 -0.55668
H 2.42301 -1.35345 -1.73414
H 1.11837 -1.05002 -2.92446
H 0.92853 -3.45112 -2.40616
H 1.12140 -3.13400 -0.67310
H -1.21404 -2.26357 -2.44387
H -1.30010 -3.33985 -1.04578
H -1.82257 -0.66110 -0.83234
H -1.00155 -1.53452 0.49723
O -2.79961 2.92464 0.65180
S -3.49058 1.90874 -0.11413
O -3.55954 0.52635 0.31562
C -5.14123 2.48582 -0.45757
C -5.00549 3.25765 -1.76165
C -4.09499 2.41192 -2.65066
C -2.90441 1.97152 -1.80058
H -5.50217 3.09968 0.36940
H -5.78281 1.60866 -0.58406
H -5.97932 3.43317 -2.22799
H -4.53835 4.23194 -1.57467
H -4.64449 1.52977 -3.00105
H -3.76518 2.96570 -3.53522
H -2.54250 0.98356 -2.09634
H -2.08794 2.69727 -1.84880